11
Properties=species:S:1:pos:R:3 method="wB97M-V/def2-TZVPD" relative_energy_ev=0.5932 total_energy_ha=-3736.1700 homo_ev=-5.96 total_charge=-1
C 1.1783 0.1466 -0.5073
C 1.3501 -0.6973 0.5061
O -0.1750 -1.4075 2.3602
O -0.8989 -2.1528 0.0741
O 1.0553 -3.2223 1.2193
S 0.2203 -2.0695 1.1490
Cl 2.3637 -0.3706 1.9211
Br -2.6698 0.0261 0.6661
H 1.5033 1.2357 -0.4236
H -1.6243 -1.0217 0.4250
H 0.4899 -0.1476 -1.3780